[1]
The following is a DFT calculation (ωB97M-V/def2-TZVPD) of the ion C5H13N2 with charge +2 at a distorted geometry.

Structure (XYZ):
```
20
Properties=species:S:1:pos:R:3:forces:R:3
C -0.01037 -1.41659 1.23408 -0.3 0.1 0.8
C 1.05121 -0.65850 0.45557 -0.7 -0.4 -0.5
C 0.72248 0.82701 0.17818 0.6 0.6 0.5
C -0.69283 1.13768 -0.15956 0.2 -0.1 -0.7
C -1.40680 2.24397 0.33988 -1.1 0.2 -0.2
N -1.25261 0.38514 -1.19132 -0.3 0.8 0.9
N 1.19250 -1.39180 -0.88976 1.4 -0.4 1.2
H -0.96380 -1.49661 0.72036 -0.1 0.0 -0.2
H 0.28858 -2.42662 1.51188 0.2 0.0 -0.2
H -0.21602 -0.92878 2.19402 0.1 0.1 -0.2
H 1.99809 -0.74200 0.97662 0.3 0.2 -0.2
H 1.36151 1.23579 -0.62759 -0.1 -0.2 0.0
H 1.03281 1.42071 1.04518 -0.1 -0.1 0.0
H -1.17392 2.96006 1.11770 0.8 -0.4 0.3
H -2.30985 2.55215 -0.19887 0.1 -0.4 0.2
H -1.08474 0.78722 -2.11522 0.5 -0.5 -0.3
H -2.25725 0.29377 -1.06968 -0.2 0.2 -0.3
H 1.39671 -2.38405 -0.70945 -0.4 0.0 0.0
H 2.00758 -1.10218 -1.43807 -0.3 0.4 -0.2
H 0.31671 -1.29636 -1.37393 -0.5 -0.1 -0.7
```
Forces are in eV/Å.

The frontier orbital gap (spin up / spin down) comes out at 11.2 / 8.0 eV. Its spin multiplicity is 2. The expectation value of S² is 0.76. Its net charge is +2.

=====

[2]
The following is a DFT calculation (ωB97M-V/def2-TZVPD) of the ion C5H13N2O with charge -1 at a distorted geometry.

Structure (XYZ):
```
21
Properties=species:S:1:pos:R:3:forces:R:3
C -0.03037 1.67653 3.10627 1.6 -2.1 -2.8
N 0.45509 1.34940 1.71931 -1.5 -0.1 0.5
C -0.70017 0.91894 0.83394 2.0 -1.3 0.3
C -0.00675 0.19012 -0.40985 -1.4 3.4 1.5
N -0.92854 0.49403 -1.54274 1.5 0.5 0.1
C 0.20317 -1.22712 -0.11661 0.5 -2.4 -3.7
C 0.97058 -1.71409 -1.48767 -3.7 -3.2 1.5
O 0.12514 -1.54809 -2.50576 0.1 0.1 -1.7
H 0.70809 2.23323 3.54971 1.4 1.7 1.4
H -0.15026 0.78364 3.63762 -0.1 -1.7 1.2
H -0.96655 2.07985 3.11318 -2.3 1.8 -0.3
H 1.05801 0.51285 1.82880 -0.5 0.7 -0.3
H -1.28346 1.75418 0.40903 0.3 -0.2 0.7
H -1.33917 0.14669 1.41553 0.5 1.2 -1.0
H 0.98638 0.73057 -0.59370 -1.2 -0.7 0.3
H -0.50126 -0.04892 -2.34619 -0.5 0.0 0.7
H -1.69340 -0.07850 -1.26920 -1.2 -0.5 -0.3
H -0.66896 -1.91425 -0.28865 0.1 1.1 0.4
H 0.64322 -1.61178 0.76838 1.0 0.4 1.2
H 0.98422 -2.82917 -1.28929 1.1 0.1 0.1
H 1.91747 -1.34402 -1.68150 2.5 1.1 0.3
```
Forces are in eV/Å.

The frontier orbital gap comes out at 5.8 eV. Its spin multiplicity is 1. The SMILES is CNC[C@H](N)CC[O-]. Its net charge is -1.

=====

[3]
The following is a DFT calculation (ωB97M-V/def2-TZVPD) of the ion C5H13N2O with charge -1 at a distorted geometry.

Structure (XYZ):
```
21
Properties=species:S:1:pos:R:3:forces:R:3
C -2.24157 -0.65682 -1.20778 -0.3 -0.7 2.4
N -1.06807 -1.12640 -0.44643 0.1 0.3 -1.5
C -0.27501 -0.13356 0.22764 0.5 1.6 0.4
C -0.71600 -0.00143 1.80929 -1.3 -2.0 -2.2
O -1.07440 -1.26569 2.13913 0.0 -0.1 0.8
C 1.23878 -0.41952 0.14141 -0.5 0.2 -0.5
C 2.08692 0.87727 0.04743 0.5 -1.8 2.4
N 2.00335 1.51379 -1.25189 0.4 0.5 0.2
H -2.67218 -1.62450 -1.48097 -0.5 0.5 -0.7
H -2.05047 0.00705 -2.04648 0.3 -0.2 -0.2
H -2.97926 -0.15103 -0.51334 0.4 -0.2 -0.7
H -1.37700 -1.79642 0.25110 0.0 0.1 0.6
H -0.37380 0.80450 -0.35895 -0.4 0.0 0.3
H 0.15397 0.34523 2.36423 0.4 0.8 0.3
H -1.62176 0.67042 1.88415 0.8 0.4 0.0
H 1.41270 -1.10815 -0.71492 0.1 0.5 0.2
H 1.52061 -0.94854 1.02634 0.3 -0.6 0.7
H 3.13278 0.54501 0.31003 -0.5 0.4 -0.8
H 1.85934 1.43824 1.01763 -0.2 0.2 -1.8
H 1.73305 0.78785 -1.90278 -0.1 0.1 -0.1
H 1.30804 2.24270 -1.29484 -0.2 -0.1 0.1
```
Forces are in eV/Å.

The frontier orbital gap comes out at 6.5 eV. Its spin multiplicity is 1. The SMILES is CN[C@@H](C[O-])CCN. Its net charge is -1.

=====

The following ΔE to the lowest compared entry with this formula, charge and spin values (in kcal per mole) correspond, in order, to the records above: 42.8, 56.7, 33.1.
The following E_tot values (in eV) correspond, in order, to the records above: -8356.564, -10421.239, -10422.262.